119
Properties=species:S:1:pos:R:3:forces:R:3:mulliken_charge:R:1 method="wB97M-V/def2-TZVPD" mol_weight_g_mol=1098.12 lumo_ha=0.0110 homo_energy_ev=-9.253 largest_force_ev_per_a=1.114 smiles="CCOCCOCB1OBOB(C[C@H](C)F)O1.CCOC(=O)C(F)(F)F.CCOC(=O)C(F)(F)F.CCOC(=O)C(F)(F)F.CCOC(=O)C(F)(F)F.CCOC(=O)C(F)(F)F.CCOC(=O)C(F)(F)F" orbital_gap_ev=9.553
C 6.584 1.791 -3.719 0.0 -0.1 0.0 -1.010
C 5.825 1.107 -4.868 -0.2 0.2 -0.1 -0.227
O 5.380 -0.206 -4.570 0.1 0.0 0.1 -0.427
C 4.201 -0.241 -3.786 0.0 0.0 0.0 -0.242
C 3.855 -1.692 -3.475 0.0 -0.1 0.0 -0.313
O 2.709 -2.040 -4.231 -0.1 0.1 0.1 -0.423
C 2.048 -3.252 -3.883 0.2 0.0 -0.4 -0.656
B 0.528 -2.996 -3.570 -0.5 0.4 -0.3 0.008
O -0.442 -3.939 -3.894 0.6 -0.5 0.8 -0.197
B -1.382 -4.130 -2.894 -0.1 0.5 -0.4 0.426
O -1.902 -3.001 -2.284 0.5 -0.2 0.5 0.048
B -1.037 -1.921 -2.117 -0.3 0.1 -0.6 0.457
C -1.316 -0.818 -1.040 0.2 0.2 0.0 -0.031
C -1.700 0.584 -1.548 -0.2 -0.3 0.0 0.530
C -2.427 0.633 -2.884 0.0 0.2 0.0 -1.549
F -0.521 1.346 -1.664 -0.1 0.1 0.0 -0.306
O 0.107 -1.859 -2.899 0.2 -0.3 0.5 -0.246
H 6.891 1.041 -2.985 0.0 0.1 -0.1 0.257
H 7.489 2.285 -4.087 -0.1 -0.1 0.0 0.374
H 5.985 2.551 -3.212 0.0 -0.1 0.0 0.235
H 6.461 1.006 -5.751 0.0 0.0 0.1 0.318
H 4.959 1.719 -5.163 0.1 -0.1 0.0 0.296
H 4.333 0.344 -2.863 0.0 -0.1 -0.1 0.003
H 3.362 0.190 -4.353 0.1 0.0 0.1 0.406
H 4.713 -2.320 -3.756 -0.1 0.1 0.1 0.317
H 3.662 -1.833 -2.401 0.0 0.0 -0.1 0.224
H 2.136 -3.968 -4.714 0.1 0.1 0.1 0.297
H 2.519 -3.744 -3.017 -0.1 0.1 -0.1 0.418
H -1.650 -5.221 -2.511 -0.3 0.1 -0.2 -0.181
H -0.380 -0.683 -0.481 -0.1 0.0 0.0 -0.164
H -2.057 -1.167 -0.313 0.0 0.0 -0.2 0.082
H -2.317 1.071 -0.789 0.2 0.1 0.0 0.299
H -3.021 1.548 -2.968 0.1 -0.1 0.0 0.440
H -1.699 0.647 -3.701 -0.1 -0.3 0.1 0.323
H -3.109 -0.216 -2.992 0.1 0.1 0.0 0.334
C 2.262 2.948 -1.263 0.2 0.0 -0.1 -1.205
C 2.232 2.573 0.196 -0.2 0.0 0.0 0.250
O 3.420 1.822 0.568 -0.1 0.0 0.1 -0.047
C 4.511 2.513 0.837 0.1 -0.1 0.0 0.230
O 4.666 3.697 0.804 -0.1 0.0 0.0 -0.544
C 5.634 1.539 1.275 -0.1 0.1 -0.1 0.843
F 5.663 0.436 0.520 0.0 0.0 0.0 -0.204
F 5.416 1.162 2.546 0.0 0.0 0.1 -0.266
F 6.820 2.128 1.208 0.0 0.0 0.0 -0.258
H 2.389 2.053 -1.874 -0.1 0.0 0.0 0.159
H 1.316 3.415 -1.536 0.0 0.0 0.0 0.346
H 3.075 3.640 -1.483 0.0 0.0 0.1 0.500
H 1.411 1.891 0.401 0.0 0.0 0.0 -0.182
H 2.138 3.443 0.846 0.1 0.0 0.0 0.352
C -1.990 -10.991 -0.726 0.0 0.0 -0.1 -1.125
C -1.211 -9.829 -0.155 0.0 0.0 0.2 -0.226
O -0.391 -9.202 -1.171 0.0 0.0 0.0 -0.293
C -1.003 -8.327 -1.950 0.1 0.0 -0.1 0.351
O -2.150 -7.993 -1.915 0.0 0.0 0.0 -0.525
C 0.012 -7.712 -2.946 -0.1 0.0 0.1 0.920
F 0.808 -8.643 -3.475 0.0 0.0 0.0 -0.274
F 0.781 -6.824 -2.296 -0.1 -0.2 -0.2 -0.258
F -0.620 -7.083 -3.926 0.0 -0.1 -0.1 -0.242
H -1.316 -11.712 -1.189 0.0 0.0 0.0 0.300
H -2.539 -11.491 0.073 0.0 0.0 0.0 0.379
H -2.704 -10.651 -1.475 0.0 0.0 0.0 0.316
H -0.500 -10.153 0.601 0.0 0.0 0.0 0.336
H -1.868 -9.076 0.280 0.0 0.0 -0.1 0.319
C -2.190 4.967 4.535 -0.1 -0.2 0.1 -1.217
C -0.774 4.569 4.201 0.1 0.2 0.0 -0.186
O -0.689 3.139 3.947 0.0 0.0 -0.1 -0.258
C -1.020 2.751 2.731 0.0 -0.1 0.0 0.202
O -1.375 3.421 1.808 0.0 0.0 0.0 -0.533
C -0.836 1.221 2.602 0.1 -0.2 -0.1 0.961
F -1.315 0.563 3.660 0.0 0.0 0.2 -0.276
F 0.464 0.919 2.468 0.2 0.1 0.3 -0.252
F -1.436 0.744 1.520 -0.4 0.2 -0.1 -0.155
H -2.543 4.371 5.378 0.0 0.0 0.0 0.395
H -2.236 6.019 4.814 0.0 0.0 0.0 0.353
H -2.858 4.801 3.690 0.0 0.1 0.0 0.301
H -0.102 4.732 5.039 0.0 -0.1 0.0 0.334
H -0.386 5.101 3.333 -0.1 -0.1 0.0 0.315
C 2.913 -1.294 2.343 0.0 0.1 -0.2 -0.905
C 2.353 -2.554 2.951 0.1 0.1 0.1 -0.529
O 1.571 -3.253 1.942 0.0 -0.2 0.1 -0.270
C 2.244 -4.001 1.087 -0.1 0.1 -0.1 0.162
O 3.418 -4.215 1.060 0.0 0.0 0.0 -0.552
C 1.265 -4.636 0.063 0.2 0.0 0.1 1.177
F 0.365 -3.743 -0.384 0.0 0.0 0.0 -0.307
F 0.597 -5.645 0.635 0.0 0.0 0.0 -0.298
F 1.930 -5.109 -0.983 0.1 0.2 0.2 -0.241
H 2.093 -0.717 1.916 0.1 0.1 0.0 0.158
H 3.426 -0.682 3.085 0.0 0.0 0.0 0.473
H 3.617 -1.528 1.544 0.0 0.0 0.1 0.395
H 1.642 -2.346 3.748 -0.1 0.0 -0.1 0.355
H 3.130 -3.212 3.340 0.0 -0.1 -0.1 0.314
C -2.260 9.610 -1.102 0.1 -0.1 0.0 -1.114
C -2.641 10.229 0.222 -0.1 0.1 -0.1 -0.212
O -2.299 9.350 1.325 0.0 0.0 0.0 -0.317
C -1.043 9.397 1.734 0.0 -0.1 0.1 0.288
O -0.156 10.076 1.314 0.0 0.0 0.0 -0.511
C -0.851 8.432 2.930 0.0 0.1 -0.1 0.994
F -1.449 7.254 2.716 0.0 0.0 -0.1 -0.225
F -1.382 8.969 4.037 0.0 0.0 0.0 -0.272
F 0.440 8.209 3.148 0.0 0.0 0.0 -0.259
H -2.730 8.633 -1.216 0.0 0.0 0.0 0.304
H -2.596 10.255 -1.915 0.0 0.0 0.0 0.378
H -1.181 9.490 -1.181 0.0 0.0 0.0 0.318
H -3.716 10.363 0.312 0.0 -0.1 0.0 0.316
H -2.152 11.191 0.377 0.0 0.0 0.0 0.335
C -4.049 -1.502 2.712 0.0 0.1 -0.1 -0.947
C -5.103 -1.593 3.790 0.1 -0.1 0.1 -0.491
O -6.098 -0.552 3.632 0.0 0.0 0.0 -0.310
C -7.062 -0.797 2.760 0.0 0.1 0.0 0.360
O -7.212 -1.776 2.092 0.0 0.0 0.0 -0.514
C -8.058 0.388 2.735 0.1 -0.1 0.0 0.896
F -7.424 1.564 2.726 0.0 0.0 0.0 -0.240
F -8.835 0.342 3.827 0.0 0.0 0.0 -0.254
F -8.835 0.319 1.662 0.0 0.0 0.0 -0.238
H -3.595 -0.511 2.707 0.0 0.0 0.0 0.222
H -3.268 -2.240 2.897 0.0 0.0 0.0 0.465
H -4.478 -1.692 1.728 0.0 0.0 0.0 0.365
H -4.683 -1.415 4.778 0.0 0.1 0.0 0.325
H -5.600 -2.562 3.792 -0.1 0.0 -0.1 0.351


50
Properties=species:S:1:pos:R:3:forces:R:3:lowdin_spin:R:1 method="wB97M-V/def2-TZVPD" mol_weight_g_mol=580.45 lumo_ha="-0.2263 / -0.3434" homo_energy_ev="-11.932 / -15.693" largest_force_ev_per_a=6.430 multiplicity=5 orbital_gap_ev="5.773 / 6.348" charge=+2
C -4.506 -1.929 -2.421 -0.4 -0.3 -0.2 0.000
C -3.503 -1.281 -1.564 -0.5 1.5 3.1 0.005
H -5.503 -2.021 -1.953 0.7 0.2 -0.1 0.000
H -4.124 -2.900 -2.765 -0.2 0.2 0.1 0.000
H -4.554 -1.287 -3.305 -0.2 -0.1 -0.1 0.000
O -3.580 -0.642 -0.533 0.5 -2.7 -3.1 0.009
Cl -1.812 -1.492 -2.408 -1.3 0.5 0.4 0.014
Ir -0.228 -0.435 -1.017 2.1 0.1 0.0 0.990
P -0.281 -2.249 0.310 0.7 -3.0 1.3 0.185
C -0.161 -2.130 2.121 -0.2 0.5 0.1 0.035
C -1.663 -3.429 -0.011 0.1 0.4 -0.3 0.016
H -1.628 -4.378 0.547 0.1 0.6 0.1 0.003
H 1.081 -4.258 0.132 0.1 0.4 -0.1 0.007
H -1.622 -3.658 -1.080 0.0 -0.2 0.2 0.000
H 1.603 -3.001 -1.074 0.0 -0.2 0.7 0.003
H -1.117 -1.785 2.533 0.3 -0.1 0.1 0.000
H -2.594 -2.874 0.171 0.2 -0.5 0.2 0.000
C 1.279 -3.184 -0.030 0.0 0.1 -0.1 0.053
H 0.098 -3.114 2.533 -0.2 0.1 -0.2 0.006
H 2.031 -2.843 0.719 -0.4 -0.2 -0.8 0.001
H 0.645 -1.436 2.386 -0.3 -0.2 0.0 0.001
P -1.117 1.627 -0.979 -1.1 2.6 -1.4 0.189
C -1.343 2.623 0.540 0.1 -0.2 0.1 0.035
C -0.145 2.647 -2.169 0.2 0.0 0.3 0.052
H -2.651 1.078 -2.790 0.1 0.5 0.7 0.001
H -3.027 2.695 -2.073 0.3 -0.6 0.2 0.004
H -3.460 1.185 -1.179 0.3 0.7 -0.6 0.000
C -2.712 1.655 -1.837 -0.9 0.2 0.0 0.016
H 0.282 1.959 -2.921 0.0 0.6 0.3 0.003
H -0.833 3.361 -2.658 0.4 -0.3 0.3 0.007
H -1.602 3.663 0.294 -0.1 -0.3 -0.2 0.006
H -0.422 2.656 1.133 -0.3 0.0 -0.2 0.001
H 0.631 3.210 -1.619 -0.1 -0.3 -0.5 0.001
H -2.151 2.182 1.140 0.2 0.1 -0.1 0.000
Cl 0.782 -0.860 -3.102 0.9 0.3 0.3 0.312
N 4.426 2.484 3.701 1.0 -0.5 -0.7 0.172
C 4.643 1.947 2.457 -6.3 -0.3 1.1 0.270
O 5.785 1.853 2.017 3.2 -0.1 -1.1 0.835
C 3.478 1.430 1.673 3.5 0.6 0.3 0.212
C 2.188 1.314 2.163 -2.1 -0.2 0.2 0.084
C 1.181 0.805 1.346 1.4 0.7 1.4 0.067
N 1.441 0.381 0.088 -2.7 -0.6 -0.2 0.197
C 2.687 0.450 -0.392 1.1 0.1 -0.4 0.067
C 3.727 0.959 0.367 -0.8 -0.9 -1.7 0.104
H 5.250 2.838 4.159 -0.2 0.2 0.4 0.004
H 3.517 2.820 3.972 0.1 0.2 -0.2 0.007
H 1.975 1.625 3.180 -0.3 -0.2 -0.1 0.005
H 0.166 0.724 1.714 0.2 -0.1 0.0 0.010
H 2.745 0.065 -1.419 0.6 0.3 0.5 0.002
H 4.700 0.951 -0.098 0.1 0.2 0.1 0.007


51
Properties=species:S:1:pos:R:3:forces:R:3:mulliken_charge:R:1 method="wB97M-V/def2-TZVPD" mol_weight_g_mol=364.41 lumo_ha=0.1421 homo_energy_ev=-0.400 largest_force_ev_per_a=2.827 orbital_gap_ev=4.268 charge=-2
K 0.376 0.138 0.193 -0.2 0.2 0.3 0.834
P -2.475 1.371 0.999 0.6 2.2 1.6 0.055
O -2.028 1.228 2.506 0.1 -0.8 -0.5 -0.854
O -2.673 -0.069 0.363 0.4 -0.3 -0.5 -0.704
O -1.252 2.089 0.307 0.0 -0.8 -0.4 -0.525
O -3.711 2.216 0.854 -0.4 -0.5 -0.1 -0.842
C 2.784 4.095 -0.724 0.1 -0.3 1.5 -1.018
C 1.266 4.169 -0.516 -0.5 -0.8 -0.8 -0.192
O 0.680 2.950 -0.952 0.2 0.6 0.1 -0.577
H 3.233 5.064 -0.948 0.0 -0.1 -0.3 0.319
H 3.080 3.287 -1.386 -0.2 0.3 -0.6 0.260
H 3.204 3.779 0.249 0.1 0.2 -0.2 0.232
H 0.833 5.002 -1.098 0.1 0.0 0.2 0.303
H 1.077 4.331 0.553 -0.2 0.1 -0.1 0.217
H -0.270 2.794 -0.530 0.4 -0.3 0.2 0.474
C 2.995 -4.168 0.013 0.3 0.1 -0.6 -0.964
C 2.388 -3.391 1.177 -0.3 -0.8 0.1 -0.273
O 1.414 -2.481 0.742 0.3 0.6 -0.2 -0.278
H 2.222 -4.362 -0.737 0.1 -0.1 0.1 0.287
H 3.494 -5.116 0.236 -0.3 0.0 0.4 0.336
H 3.771 -3.566 -0.478 -0.3 0.1 0.0 0.238
H 3.180 -2.839 1.682 -0.2 0.2 0.1 0.270
H 1.927 -4.057 1.921 0.2 -0.1 -0.1 0.261
H 0.676 -2.906 0.277 0.0 0.1 0.2 0.088
C 2.013 1.437 4.546 -0.1 0.3 -0.8 -1.165
C 1.106 1.754 3.336 -0.5 -0.4 0.2 0.201
O 0.356 0.614 2.990 0.4 0.3 0.2 -0.617
H 2.342 2.367 5.020 0.2 -0.1 0.0 0.371
H 2.872 0.839 4.230 0.0 -0.1 0.2 0.234
H 1.395 0.882 5.247 0.1 -0.1 0.1 0.280
H 1.651 2.093 2.437 0.3 0.2 0.3 -0.060
H 0.467 2.593 3.657 -0.2 -0.2 -0.3 0.287
H -0.671 0.878 2.826 -0.5 0.2 -0.4 0.446
C -2.392 -3.486 -1.863 -0.6 -0.6 -0.4 -1.244
C -2.102 -3.009 -0.449 -0.3 -1.6 0.3 -0.241
O -1.280 -1.929 -0.455 0.6 1.1 0.1 -0.301
H -2.697 -4.545 -1.944 0.1 0.1 0.4 0.379
H -1.472 -3.382 -2.440 -0.1 0.2 -0.2 0.270
H -3.221 -2.938 -2.319 0.4 0.3 -0.1 0.247
H -1.626 -3.855 0.092 0.0 0.0 0.0 0.202
H -3.009 -2.786 0.118 -0.3 0.0 -0.1 0.338
H -1.916 -1.112 -0.118 0.4 0.6 0.4 0.363
C -1.820 0.835 -4.189 0.3 -0.5 -1.5 -1.421
C -1.963 0.077 -2.917 0.8 -0.8 0.7 0.932
O -2.951 0.657 -2.153 -0.5 -0.1 0.0 -0.558
H -1.426 1.829 -4.001 -0.2 0.2 -0.1 0.312
H -2.759 0.837 -4.756 -0.1 0.5 0.4 0.307
H -1.158 0.304 -4.903 0.2 0.2 0.5 0.358
H -0.987 0.054 -2.388 -0.1 0.3 -0.1 -0.192
H -2.100 -1.006 -3.135 -0.4 0.3 0.0 -0.148
H -2.843 0.439 -1.173 -0.2 0.0 -0.3 0.474